(1)
Computed, not measured: a 2-piece molecular cluster, C16H30BN2O7 overall at a distorted geometry, with wB97M-V/def2-TZVPD.

Summary:
- E (eV) = -35055.884
- maximum force (eV Å⁻¹) = 5.2
- HOMO-LUMO gap (eV) = 7.2
- LUMO energy (eV) = -4.06
- energy relative to the best compared isomer or geometry (same formula, charge and spin) (eV) = 8.8398
- HOMO (eV) = -11.30

The geometry in ORCA input format:
```
! RIJCOSX wB97M-V def2-TZVPD def2/J DEFGRID3
* xyz 1 1
C 5.339 -0.816 2.265
C 5.357 0.656 1.613
O 6.355 1.370 1.861
O 4.298 1.162 0.762
C 3.851 0.056 -0.061
C 2.979 0.462 -1.327
C 2.728 -0.645 -2.438
C 3.025 -2.167 -2.097
C 1.728 -3.160 -2.227
C 1.381 -3.806 -0.781
N 0.180 -3.158 -0.145
C -0.749 -3.820 0.781
C -1.831 -2.772 1.127
B -3.119 -2.998 2.084
O -4.198 -2.015 2.039
O -3.319 -4.106 2.977
N -1.420 -1.579 0.411
C -2.097 -0.230 0.429
O -1.732 0.335 1.738
O -1.932 1.675 1.747
C -0.229 -1.802 -0.350
H 5.688 -1.615 1.505
H 5.971 -0.908 3.205
H 4.222 -1.059 2.448
H 4.724 -0.610 -0.409
H 3.186 -0.633 0.597
H 1.972 0.907 -0.972
H 3.521 1.351 -1.835
H 3.334 -0.352 -3.377
H 1.621 -0.561 -2.774
H 3.769 -2.560 -2.891
H 3.490 -2.407 -1.088
H 0.829 -2.631 -2.710
H 2.009 -4.011 -2.952
H 2.283 -3.875 -0.082
H 1.057 -4.893 -0.999
H -0.678 -4.886 1.165
H -4.787 -2.357 1.319
H -2.634 -4.764 2.711
H -3.234 -0.317 0.419
H -1.706 0.398 -0.446
H -1.202 2.101 1.230
H 0.275 -1.025 -1.009
C -4.210 3.952 0.317
C -3.616 5.310 0.618
C -2.988 5.680 -0.711
O -3.781 5.059 -1.732
C -4.673 4.121 -1.116
H -5.017 3.665 0.994
H -3.430 3.186 0.370
H -4.415 6.017 0.864
H -2.900 5.304 1.441
H -1.968 5.287 -0.793
H -2.959 6.760 -0.875
H -5.684 4.542 -1.160
H -4.663 3.182 -1.675
*
```

natural (NBO) atomic charge list, values in e, 5 entries: -0.736, 0.782, -0.521, -0.521, -0.075


(2)
Computed, not measured: a 2-piece molecular cluster, C4H10NO overall at a distorted geometry, with wB97M-V/def2-TZVPD.

Summary:
- E (eV) = -7832.873
- maximum force (eV Å⁻¹) = 3.2
- HOMO-LUMO gap (spin up / spin down) (eV) = 5.2 / 5.1
- LUMO energy (spin up / spin down) (eV) = -6.77 / -6.75
- energy relative to the best compared isomer or geometry (same formula, charge and spin) (eV) = 8.4441
- HOMO (spin up / spin down) (eV) = -11.93 / -11.88

The geometry in ORCA input format:
```
! RIJCOSX wB97M-V def2-TZVPD def2/J DEFGRID3
* xyz 1 1
C -2.257 -1.509 1.632
C -1.283 -0.479 1.382
C 0.933 1.780 -0.459
C 2.161 -0.240 -2.191
N 0.823 0.379 -0.339
O 1.381 -0.432 -1.197
H -1.957 -2.533 1.967
H -2.805 -1.116 2.488
H -0.245 -0.817 1.353
H -1.398 0.534 1.089
H 0.077 2.194 -0.027
H 1.622 2.191 0.177
H 1.149 2.018 -1.443
H 2.297 -1.254 -2.591
H -3.009 -1.413 0.832
H 2.511 0.697 -2.672
*
```

natural (NBO) atomic charge list, values in e, 5 entries: -0.785, 0.241, -0.477, 0.005, -0.262


(3)
Computed, not measured: a 3-piece molecular cluster, C20H38Br2ClN4O3 overall, with wB97M-V/def2-TZVPD.

Summary:
- E (eV) = -186060.305
- maximum force (eV Å⁻¹) = 0.7
- HOMO-LUMO gap (eV) = 7.3
- LUMO energy (eV) = -3.80
- HOMO (eV) = -11.12

The geometry in ORCA input format:
```
! RIJCOSX wB97M-V def2-TZVPD def2/J DEFGRID3
* xyz 1 1
C -2.192 -1.879 3.988
C -0.945 -1.555 3.183
Br 0.611 -1.722 4.357
C -0.895 -0.183 2.490
Br -1.718 1.226 3.550
C -1.473 -0.245 1.062
C -2.782 0.419 0.804
N -2.913 0.742 -0.434
C -4.086 1.446 -0.981
C -4.704 0.735 -2.189
C -6.160 1.147 -2.378
Cl -6.322 2.926 -2.416
C -1.698 0.302 -1.199
C -1.470 0.863 -2.596
C -1.748 2.328 -2.828
O -1.998 2.758 -3.921
C -0.629 0.386 -0.093
C -0.151 1.791 0.282
C 0.863 2.412 -0.706
N 1.788 3.266 0.040
H -3.094 -1.659 3.409
H -2.197 -2.945 4.226
H -2.208 -1.321 4.924
H -0.795 -2.316 2.414
H 0.144 0.129 2.428
H -1.697 -1.299 0.818
H -3.570 0.624 1.520
H -3.771 2.455 -1.247
H -4.804 1.535 -0.162
H -4.157 1.009 -3.093
H -4.668 -0.349 -2.044
H -6.783 0.793 -1.556
H -6.547 0.785 -3.326
H -1.854 -0.779 -1.336
H -2.033 0.297 -3.341
H -0.409 0.702 -2.823
H -1.723 3.013 -1.965
H 0.264 -0.210 -0.298
H -0.990 2.482 0.431
H 0.383 1.756 1.235
H 1.436 1.615 -1.187
H 0.326 2.985 -1.468
H 1.398 4.200 0.109
H 2.669 3.354 -0.461
C 0.021 -5.361 3.306
O -1.058 -5.780 2.922
N 1.160 -6.073 3.301
C 2.417 -5.524 3.769
C 1.116 -7.444 2.818
H 0.131 -4.332 3.684
H 3.163 -5.532 2.972
H 2.802 -6.102 4.611
H 2.264 -4.497 4.094
H 0.777 -7.475 1.783
H 0.423 -8.038 3.415
H 2.111 -7.875 2.886
C 4.666 2.590 -2.241
O 4.563 2.715 -1.029
N 5.552 3.252 -2.995
C 5.645 3.063 -4.430
C 6.457 4.187 -2.340
H 4.031 1.900 -2.822
H 6.635 2.698 -4.706
H 5.460 4.002 -4.953
H 4.905 2.333 -4.750
H 7.061 3.672 -1.594
H 5.894 4.972 -1.836
H 7.107 4.631 -3.089
*
```

natural (NBO) atomic charge list, values in e, 5 entries: -0.644, -0.250, 0.020, -0.257, 0.043